2 unconnected molecules or ions with the total composition C2H5NO2 in a non-equilibrium geometry, computed with wB97M-V/def2-TZVPD.

```
10
C2H5NO2 | the OMol25 dataset | wB97M-V/def2-TZVPD
C -2.800 0.623 -0.605
C 1.756 0.166 -0.150
N -2.589 0.404 0.725
O -2.889 -0.623 -0.307
O 0.732 -0.712 -0.275
H 1.141 -1.611 -0.362
H 1.433 1.208 -0.269
H 2.678 0.112 -0.821
H 2.215 0.028 0.814
H -1.677 0.403 1.251
```

Calculated values
Kohn-Sham gap: 11.15 eV
Total charge: 0
HOMO energy: -10.465 eV
Relative energy (zero: lowest compared OMol25 entry of this formula, charge and spin): 6.3363 eV


C2H5NO2 in the gas phase in a non-equilibrium geometry, computed with wB97M-V/def2-TZVPD.

```
10
C2H5NO2 | the OMol25 dataset | wB97M-V/def2-TZVPD
N 0.714 0.964 -0.900
C -0.303 0.640 0.083
C -0.333 -0.852 0.295
O -0.873 -1.661 -0.399
O 0.147 -1.188 1.542
H 0.928 0.240 -1.568
H 0.536 1.847 -1.351
H -0.084 1.098 1.045
H -1.317 0.957 -0.186
H 0.586 -2.045 1.438
```

Calculated values
Kohn-Sham gap: 10.38 eV
Total charge: 0
HOMO energy: -9.602 eV
Relative energy (zero: lowest compared OMol25 entry of this formula, charge and spin): 0.7245 eV
SMILES string: NCC(=O)O


C2H5NO2S in the gas phase in a non-equilibrium geometry, computed with wB97M-V/def2-TZVPD.

```
11
C2H5NO2S | the OMol25 dataset | wB97M-V/def2-TZVPD
C -1.109 0.734 -0.107
C -0.350 0.566 1.219
N -2.009 1.299 -0.571
O 1.057 1.392 -0.931
O -0.330 -0.251 -2.850
S -0.018 -0.100 -1.431
H 0.599 0.760 0.706
H -0.609 1.173 2.058
H -0.313 -0.449 1.668
H -2.436 1.072 -1.471
H 1.730 0.751 -0.941
```

Calculated values
Kohn-Sham gap: 8.94 eV
Total charge: 0
HOMO energy: -8.823 eV
Relative energy (zero: lowest compared OMol25 entry of this formula, charge and spin): 4.2072 eV


C2H5NO2S in the gas phase in a non-equilibrium geometry, computed with wB97M-V/def2-TZVPD.

```
11
C2H5NO2S | the OMol25 dataset | wB97M-V/def2-TZVPD
C 0.790 0.176 -1.499
C -0.036 1.098 0.698
N 0.237 -0.010 -0.157
O -1.656 -1.134 1.390
O -0.651 -2.893 -0.020
S -0.415 -1.776 0.964
H 1.219 -0.650 -2.120
H 0.742 1.196 -1.816
H -1.023 1.160 0.701
H 0.349 1.958 0.223
H 0.444 0.877 1.636
```

Calculated values
Kohn-Sham gap: 8.90 eV
Total charge: 0
HOMO energy: -9.689 eV
Relative energy (zero: lowest compared OMol25 entry of this formula, charge and spin): 3.2378 eV


C2H5NO3 in the gas phase in a non-equilibrium geometry, computed with wB97M-V/def2-TZVPD.

```
11
C2H5NO3 | the OMol25 dataset | wB97M-V/def2-TZVPD
O 0.080 1.451 0.015
C 0.103 0.244 -0.014
C -1.181 -0.560 0.040
O -2.209 0.412 0.037
N 1.287 -0.390 0.156
O 2.496 0.263 0.105
H -1.208 -1.472 -0.773
H -1.255 -1.121 1.102
H -1.755 1.300 0.214
H 1.430 -1.262 -0.573
H 2.213 1.134 -0.310
```

Calculated values
Kohn-Sham gap: 10.63 eV
Total charge: 0
HOMO energy: -10.071 eV
Relative energy (zero: lowest compared OMol25 entry of this formula, charge and spin): 3.2107 eV
SMILES string: O=C(CO)NO


C2H5NO3 in the gas phase in a non-equilibrium geometry, computed with wB97M-V/def2-TZVPD.

```
11
C2H5NO3 | the OMol25 dataset | wB97M-V/def2-TZVPD
C -0.462 1.580 0.005
C 0.649 0.589 -0.239
N 0.243 -1.827 0.351
O -0.344 -0.737 -0.402
O -1.599 1.131 0.318
O 1.604 0.667 -1.014
H -1.435 0.045 0.094
H 1.119 -2.007 -0.144
H -0.360 -2.614 0.118
H 0.874 0.516 0.895
H -0.288 2.656 0.017
```

Calculated values
Kohn-Sham gap: 8.27 eV
Total charge: 0
HOMO energy: -8.982 eV
Relative energy (zero: lowest compared OMol25 entry of this formula, charge and spin): 5.3587 eV


2 unconnected molecules or ions with the total composition C2H5NO3 in a non-equilibrium geometry, computed with wB97M-V/def2-TZVPD.

```
11
C2H5NO3 | the OMol25 dataset | wB97M-V/def2-TZVPD
C 0.116 -1.476 0.058
N -0.531 -0.580 0.671
O -1.567 -1.106 1.465
H 0.807 -0.921 -0.571
H -0.142 -2.527 0.092
H -1.912 -0.348 1.962
O 0.883 2.814 0.286
C 0.505 2.803 -0.843
O 0.343 1.798 -1.629
H -0.050 3.696 -1.335
H 0.598 0.986 -1.132
```

Calculated values
Kohn-Sham gap: 11.44 eV
Total charge: 0
HOMO energy: -10.613 eV
Relative energy (zero: lowest compared OMol25 entry of this formula, charge and spin): 2.9329 eV
SMILES string: C=NO.O=CO


2 unconnected molecules or ions with the total composition C2H5NO4 in a non-equilibrium geometry, computed with wB97M-V/def2-TZVPD.

```
12
C2H5NO4 | the OMol25 dataset | wB97M-V/def2-TZVPD
C -0.492 0.270 1.654
C 0.382 0.443 0.541
O 1.388 -0.131 0.185
O 0.021 1.563 -0.095
H -0.186 0.669 2.567
H -1.288 0.887 1.354
H -0.608 -0.844 1.742
H 0.478 1.777 -0.895
O -1.412 -1.201 -2.159
N -0.434 -0.826 -1.611
O 0.685 -1.551 -1.826
H 1.466 -1.056 -1.456
```

Calculated values
Kohn-Sham gap: 10.57 eV
Total charge: 0
HOMO energy: -10.097 eV
Relative energy (zero: lowest compared OMol25 entry of this formula, charge and spin): 4.5952 eV
SMILES string: CC(=O)O.O=NO


> HOMO energy of number 4 (C2H5NO2S)?

-9.689 eV